# 1
This record from the Open Molecules 2025 dataset describes C45H50Br2NOPdS3Si as an isolated structure at a distorted geometry. The level of theory is ωB97M-V with the def2-TZVPD basis set.

Geometry (Å):
Pd: -0.84 -1.16 0.89
Br: -2.54 -0.88 7.37
C: -2.16 -1.15 5.57
C: -1.12 -1.93 5.17
C: -0.80 -1.97 3.85
N: -1.40 -1.24 2.93
C: -2.40 -0.45 3.32
C: -2.87 -0.49 4.60
H: -0.63 -2.48 5.93
H: -0.04 -2.58 3.45
H: -2.90 0.19 2.54
H: -3.71 0.17 4.81
C: 4.48 -1.44 3.38
C: 4.90 -1.64 1.96
C: 6.32 -1.04 1.74
C: 4.98 -3.15 1.66
Si: 3.63 -0.77 0.75
Br: 1.71 -2.11 1.05
C: 3.94 -0.99 -1.16
C: 4.37 -2.42 -1.49
C: 2.74 -0.77 -2.04
C: 5.09 -0.01 -1.49
C: 3.10 1.03 1.22
C: 2.48 1.76 0.06
C: 2.13 0.98 2.43
C: 4.38 1.83 1.63
H: 5.29 -1.94 4.02
H: 3.48 -1.84 3.68
H: 4.50 -0.38 3.61
H: 7.03 -1.53 2.42
H: 6.45 0.00 1.91
H: 6.69 -1.21 0.77
H: 5.58 -3.63 2.44
H: 5.39 -3.46 0.69
H: 4.04 -3.58 1.74
H: 3.66 -3.12 -1.10
H: 5.38 -2.60 -1.03
H: 4.45 -2.50 -2.56
H: 1.95 -1.47 -1.70
H: 2.91 -0.98 -3.13
H: 2.36 0.26 -2.07
H: 5.94 -0.24 -0.77
H: 4.81 1.07 -1.45
H: 5.50 -0.17 -2.53
H: 1.69 1.22 -0.43
H: 3.19 2.18 -0.63
H: 1.98 2.62 0.54
H: 1.09 0.64 2.14
H: 2.06 2.02 2.79
H: 2.54 0.34 3.18
H: 5.13 1.80 0.90
H: 4.77 1.55 2.60
H: 4.07 2.88 1.68
C: -0.72 0.91 0.36
C: -1.16 1.99 -0.03
C: -1.61 3.08 -0.80
C: -3.03 3.35 -1.06
C: -4.02 2.39 -0.97
C: -5.31 2.58 -1.51
C: -5.65 3.83 -2.00
C: -4.76 4.89 -1.87
C: -3.48 4.66 -1.42
C: -0.67 3.92 -1.51
C: 0.51 4.32 -0.95
C: 1.47 5.13 -1.62
C: 1.26 5.47 -2.96
C: 0.04 5.05 -3.57
C: -0.89 4.32 -2.87
H: -3.73 1.38 -0.68
H: -6.00 1.76 -1.64
H: -6.61 4.03 -2.46
H: -4.97 5.89 -2.26
H: -2.74 5.49 -1.41
H: 0.73 4.11 0.10
H: 2.35 5.53 -1.14
H: 2.01 6.04 -3.51
H: -0.09 5.36 -4.62
H: -1.79 4.02 -3.37
O: -2.89 -1.70 0.34
C: -3.46 -2.09 -0.86
C: -2.94 -3.49 -0.82
C: -3.18 -4.49 0.11
C: -2.51 -5.67 -0.26
C: -1.63 -5.52 -1.26
S: -1.74 -3.98 -1.92
C: -4.97 -2.10 -0.66
C: -5.90 -2.78 -1.42
C: -7.21 -2.62 -0.92
C: -7.25 -1.85 0.17
S: -5.75 -1.33 0.71
C: -3.01 -1.29 -2.04
C: -1.73 -0.81 -2.10
C: -1.52 0.11 -3.14
C: -2.65 0.39 -3.82
S: -4.00 -0.45 -3.16
H: -3.89 -4.37 0.92
H: -2.68 -6.61 0.30
H: -1.00 -6.24 -1.67
H: -5.63 -3.30 -2.33
H: -8.04 -3.19 -1.32
H: -8.13 -1.62 0.75
H: -0.87 -1.28 -1.57
H: -0.54 0.57 -3.30
H: -2.79 0.96 -4.76

**Spin multiplicity**: 5
**Kohn-Sham gap (alpha / beta)**: 6.10 / 5.20 eV
**Charge**: +1

=====

# 2
This record from the Open Molecules 2025 dataset describes C9H12N2O as an isolated structure at a distorted geometry. The level of theory is ωB97M-V with the def2-TZVPD basis set.

Geometry (Å):
C: 3.18 1.67 -0.72
C: 2.93 0.19 -0.22
C: 1.06 -1.07 0.89
C: 0.00 -1.59 0.09
C: -1.11 -0.68 0.03
C: -2.42 -1.05 -0.67
C: -3.46 -0.16 -0.78
C: -3.45 1.07 -0.02
C: -2.19 1.29 0.73
H: 3.89 1.57 -1.33
H: 3.04 2.59 0.29
H: 2.36 2.07 -1.07
H: 1.11 0.71 0.10
H: 1.84 -1.74 1.24
H: 0.97 -0.90 2.16
H: 0.12 -1.51 -0.90
H: -0.34 -2.64 0.32
H: -2.37 -1.99 -1.37
H: -4.16 -0.42 -1.50
H: -4.38 2.01 0.11
H: -2.12 2.56 0.96
N: 1.65 0.20 0.46
N: -1.07 0.52 0.63
O: 3.59 -0.68 -0.33

**Energy relative to the best compared isomer or geometry (same formula, charge and spin)**: 767.8 kJ/mol
**Kohn-Sham gap**: 9.57 eV
**Charge**: 0

=====

# 3
This record from the Open Molecules 2025 dataset describes a 13-piece molecular cluster, C6H32O12 overall. The level of theory is ωB97M-V with the def2-TZVPD basis set.

Geometry (Å):
C: 0.55 -0.91 1.77
C: 0.92 -0.32 2.90
C: -0.93 -1.00 -0.21
C: -0.62 -0.51 1.00
C: -2.57 -1.20 -2.03
C: -2.18 -0.66 -0.88
H: 1.14 -1.73 1.38
H: 1.78 -0.65 3.47
H: 0.37 0.51 3.33
H: -0.29 -1.71 -0.73
H: -1.31 0.19 1.46
H: -2.04 -1.97 -2.59
H: -3.52 -0.99 -2.51
H: -2.83 0.02 -0.34
H: 2.14 0.83 -2.10
H: 3.19 0.15 -3.03
O: 2.44 -0.07 -2.45
H: 2.97 -2.89 -1.03
H: 2.32 -1.53 -1.36
O: 2.40 -2.22 -0.66
H: 0.61 2.25 -1.90
H: 1.71 2.50 -0.76
O: 1.56 2.26 -1.69
H: -2.42 3.84 0.18
H: -1.57 2.75 -0.49
O: -1.95 3.02 0.36
H: -0.68 1.17 -3.14
H: -1.93 1.42 -2.30
O: -1.08 1.83 -2.52
H: 2.94 1.85 0.91
H: 2.97 3.42 0.97
O: 2.38 2.66 0.86
H: -1.35 -1.69 3.36
H: -1.60 -2.94 2.48
O: -2.03 -2.33 3.12
H: -4.29 -0.30 2.34
H: -3.21 -1.38 2.16
O: -3.81 -0.77 1.66
H: 3.69 -0.27 1.28
H: 3.66 0.12 -0.19
O: 3.95 0.44 0.67
H: -0.39 -0.89 -3.63
H: 0.96 -0.12 -3.47
O: 0.10 -0.13 -3.96
H: 0.02 -3.44 0.75
H: -1.45 -3.76 0.43
O: -0.78 -3.84 1.12
H: 0.82 2.91 1.90
H: -0.72 3.07 1.73
O: 0.00 3.05 2.39

**Energy relative to the best compared isomer or geometry (same formula, charge and spin)**: 106.4 kJ/mol
**Kohn-Sham gap**: 8.54 eV
**Charge**: 0

=====

# 4
This record from the Open Molecules 2025 dataset describes C19H53BeF6N4O9P as an isolated structure at a distorted geometry. The level of theory is ωB97M-V with the def2-TZVPD basis set.

Geometry (Å):
Be: -1.41 1.64 -3.22
P: -0.90 -4.35 0.91
F: -2.49 -3.95 0.81
F: -1.35 -5.81 1.40
F: -1.02 -4.78 -0.66
F: 0.62 -4.91 0.91
F: -0.52 -2.82 0.58
F: -0.74 -3.83 2.45
O: 0.05 -0.07 0.51
C: -0.34 0.49 -0.64
O: -0.87 -0.25 -1.49
O: -0.21 1.71 -0.90
H: -0.15 -1.01 0.36
C: 2.45 -2.32 2.18
C: 2.16 -1.23 3.27
C: 3.05 0.00 3.08
O: 4.46 -0.17 3.21
C: 4.81 -0.57 4.51
N: 0.78 -0.92 3.08
H: 2.04 -3.27 2.54
H: 3.51 -2.55 2.02
H: 1.93 -2.07 1.26
H: 2.47 -1.64 4.23
H: 2.77 0.93 3.59
H: 2.83 0.31 2.06
H: 4.54 -1.61 4.74
H: 4.28 0.11 5.19
H: 5.89 -0.49 4.62
H: 0.29 -1.78 2.88
H: 0.63 -0.37 2.25
C: -4.72 3.28 2.27
C: -3.26 3.60 1.90
C: -2.26 3.21 2.95
O: -2.31 1.83 3.19
C: -1.23 1.26 3.89
N: -2.92 2.83 0.68
H: -4.96 2.22 2.30
H: -5.43 3.68 1.54
H: -4.93 3.76 3.23
H: -3.22 4.67 1.69
H: -2.42 3.82 3.84
H: -1.26 3.50 2.60
H: -1.08 1.75 4.86
H: -0.28 1.30 3.35
H: -1.56 0.22 3.90
H: -1.91 2.86 0.57
H: -3.05 1.86 0.95
C: 2.54 3.18 1.12
C: 2.88 3.56 -0.36
C: 3.55 2.39 -1.15
O: 4.89 2.21 -0.84
C: 5.58 1.44 -1.80
N: 1.62 3.92 -0.95
H: 3.44 2.75 1.57
H: 1.84 2.36 1.17
H: 2.29 4.06 1.71
H: 3.56 4.41 -0.37
H: 3.50 2.66 -2.20
H: 2.97 1.47 -1.03
H: 5.52 1.92 -2.78
H: 5.25 0.42 -1.99
H: 6.67 1.53 -1.68
H: 0.88 3.24 -0.82
H: 1.29 4.78 -0.53
C: -0.32 -3.14 -3.52
C: -1.85 -2.96 -3.62
C: -2.68 -3.96 -4.41
O: -4.01 -3.47 -4.48
C: -4.85 -4.07 -5.45
N: -2.32 -2.84 -2.24
H: 0.12 -2.40 -2.85
H: 0.11 -3.12 -4.52
H: -0.18 -4.12 -3.07
H: -1.99 -1.98 -4.07
H: -2.81 -4.91 -3.88
H: -2.28 -4.08 -5.41
H: -5.45 -3.26 -5.87
H: -5.38 -4.91 -5.01
H: -4.31 -4.52 -6.29
H: -1.77 -2.10 -1.82
H: -1.88 -3.65 -1.81
C: -3.34 -0.96 1.00
O: -3.90 -0.77 -0.27
H: -3.94 -1.64 1.60
H: -2.29 -1.26 0.96
H: -3.34 -0.03 1.59
H: -3.34 -0.16 -0.76
C: 1.95 2.97 -4.39
O: 1.01 2.78 -3.37
H: 2.30 4.00 -4.37
H: 2.75 2.25 -4.22
H: 1.57 2.75 -5.39
H: 1.40 3.18 -2.57

**Kohn-Sham gap**: 2.31 eV
**Charge**: 0

=====

# 5
This record from the Open Molecules 2025 dataset describes C28H43Cl2GeNO3V as an isolated structure at a distorted geometry. The level of theory is ωB97M-V with the def2-TZVPD basis set.

Geometry (Å):
V: 0.56 -0.40 -1.00
C: -2.07 -4.73 0.92
C: -0.59 -4.54 0.59
C: -0.31 -4.74 -0.92
C: -0.07 -3.18 1.09
C: 0.71 -2.93 2.42
C: 1.77 -2.05 2.78
C: 2.63 -1.00 2.02
C: 3.69 -0.15 2.61
C: 2.27 -1.13 0.77
C: 0.64 -2.42 0.27
H: -2.48 -5.58 0.38
H: -2.64 -3.83 0.67
H: -2.20 -4.92 1.99
H: -0.01 -5.29 1.13
H: 0.20 -3.90 -1.39
H: -1.23 -4.91 -1.48
H: 0.33 -5.61 -1.08
H: 0.42 -3.59 3.23
H: 2.06 -2.13 3.83
H: 4.59 -0.74 2.80
H: 3.35 0.27 3.56
H: 3.94 0.66 1.93
H: 2.41 -2.80 -0.27
H: 1.35 -2.40 -1.30
C: -2.28 -1.27 -3.81
C: -2.72 -0.85 -2.41
C: -4.22 -0.75 -2.24
O: -2.15 -1.75 -1.43
C: -2.07 0.53 -2.10
O: -2.64 1.58 -2.25
O: -0.87 0.40 -1.67
H: -2.69 -2.25 -4.05
H: -1.19 -1.32 -3.83
H: -2.61 -0.55 -4.55
H: -4.71 -1.68 -2.54
H: -4.60 0.07 -2.85
H: -4.46 -0.55 -1.20
H: -2.27 -2.65 -1.76
C: -3.64 3.45 2.04
C: -3.00 2.36 2.90
C: -1.53 2.11 2.56
C: -1.35 1.44 1.20
Ge: 0.56 1.29 0.65
C: 1.34 2.93 -0.15
C: 0.99 4.21 0.63
C: -0.33 4.82 0.17
C: -0.68 6.09 0.94
H: -4.65 3.67 2.39
H: -3.70 3.15 1.00
H: -3.05 4.37 2.09
H: -3.56 1.43 2.78
H: -3.08 2.65 3.96
H: -1.09 1.47 3.33
H: -0.99 3.06 2.57
H: -1.87 2.01 0.42
H: -1.80 0.44 1.21
H: 1.24 1.22 2.05
H: 0.99 3.00 -1.18
H: 2.42 2.79 -0.18
H: 1.79 4.95 0.51
H: 0.92 3.96 1.70
H: -1.12 4.09 0.28
H: -0.25 5.06 -0.90
H: -0.81 5.88 2.00
H: -1.60 6.54 0.56
H: 0.12 6.83 0.84
Cl: 1.74 -1.76 -0.42
C: 2.81 -1.47 -1.37
C: 3.95 -2.34 -1.65
C: 5.14 -1.92 -2.12
C: 5.28 -0.61 -2.68
C: 4.18 0.18 -2.75
Cl: 4.23 1.78 -3.39
C: 2.91 -0.25 -2.24
N: 1.67 0.31 -2.37
H: 3.78 -3.26 -1.09
H: 6.00 -2.57 -2.09
H: 6.23 -0.26 -3.05

**Spin multiplicity**: 4
**Energy relative to the best compared isomer or geometry (same formula, charge and spin)**: 3196.1 kJ/mol
**Kohn-Sham gap (alpha / beta)**: 6.63 / 5.54 eV
**Charge**: 0

=====

# 6
This record from the Open Molecules 2025 dataset describes a 2-piece molecular cluster, C4H9N2O overall at a distorted geometry. The level of theory is ωB97M-V with the def2-TZVPD basis set.

Geometry (Å):
C: -2.01 -0.49 0.12
C: 1.03 1.35 -0.88
C: -4.45 -1.02 0.23
C: 2.91 1.42 0.57
N: -3.00 -0.98 0.48
N: 1.79 1.87 -0.05
O: -0.84 -0.38 -0.02
H: 1.03 0.37 -1.27
H: 0.17 1.96 -1.11
H: -4.66 -0.22 -0.57
H: -4.73 -2.10 -0.11
H: 3.13 0.37 0.39
H: 3.85 1.87 0.05
H: 2.84 1.61 1.55
H: 1.57 2.77 0.14
H: -5.06 -0.76 1.18

**Energy relative to the best compared isomer or geometry (same formula, charge and spin)**: 303.5 kJ/mol
**Kohn-Sham gap**: 9.08 eV
**Charge**: +1

=====

# 7
This record from the Open Molecules 2025 dataset describes C5H11N in the gas phase at a distorted geometry. The level of theory is ωB97M-V with the def2-TZVPD basis set.

Geometry (Å):
C: -1.99 -2.29 0.99
C: -1.38 -1.08 0.50
C: -0.15 -0.73 0.12
N: 0.44 0.51 0.20
C: 1.66 0.94 -0.45
C: 1.34 2.36 -1.28
H: -1.31 -3.09 1.23
H: -2.76 -2.57 0.38
H: -2.58 -1.99 1.82
H: -1.95 -0.19 0.30
H: 0.51 -1.53 -0.01
H: -0.11 1.24 0.66
H: 2.43 1.12 0.46
H: 2.15 0.32 -1.15
H: 0.81 3.22 -0.56
H: 2.22 2.85 -1.71
H: 0.66 1.87 -2.08

**Energy relative to the best compared isomer or geometry (same formula, charge and spin)**: 263.9 kJ/mol
**SMILES**: C/C=C/NCC
**Kohn-Sham gap**: 8.38 eV
**Charge**: 0

=====

| no. | total energy (hartree) |
| --- | --- |
| 1 | -8634.28042 |
| 2 | -534.61893 |
| 3 | -1150.69210 |
| 4 | -2607.05237 |
| 5 | -5313.36811 |
| 6 | -342.24169 |
| 7 | -251.76203 |